This record from the Open Molecules 2025 dataset describes a molecular structure, C24H23N4Ni. The level of theory is ωB97M-V/def2-TZVPD.

LUMO level (alpha / beta) (eV): -2.356 / -2.382
HOMO (alpha / beta) (eV): -10.4 / -10.8
Max |F| (eV/A): 0.66
Kohn-Sham gap (alpha / beta) (hartree): 0.297 / 0.310
<S²>: 2.01

```
! RIJCOSX wB97M-V def2-TZVPD def2/J DEFGRID3
* xyz 1 3
Ni -0.3194 -0.3462 -0.0758
C 1.1327 2.1801 -0.2153
N 1.3801 0.8875 0.4519
C 2.6125 0.2230 -0.0169
C 2.3940 -1.1789 -0.5516
C 3.4193 -2.1074 -0.5611
C 3.1923 -3.3402 -1.1522
C 1.9523 -3.6022 -1.7142
C 0.9747 -2.6306 -1.6330
N 1.1910 -1.4397 -1.0680
C 1.2804 1.0089 1.9183
C -0.1487 0.9091 2.4202
C -0.4219 0.9028 3.7782
C -1.7411 0.8243 4.1856
C -2.7444 0.7698 3.2260
C -2.3819 0.7607 1.8972
N -1.1066 0.8268 1.4958
C 0.3647 2.0494 -1.5136
C 0.4999 2.9717 -2.5363
C -0.2981 2.8428 -3.6626
C -1.2034 1.7952 -3.7331
C -1.2672 0.9089 -2.6749
N -0.4999 1.0358 -1.5903
H 2.0704 2.7125 -0.3945
H 0.5371 2.7963 0.4602
H 3.3680 0.2018 0.7704
H 3.0316 0.8200 -0.8302
H 4.3764 -1.8678 -0.1159
H 3.9727 -4.0897 -1.1678
H 1.7340 -4.5506 -2.1836
H -0.0263 -2.8026 -2.0063
H 1.6949 1.9684 2.2484
H 1.8837 0.2298 2.3848
H 0.3859 0.9526 4.4978
H -1.9866 0.8007 5.2394
H -3.7872 0.7127 3.5033
H -3.1208 0.6760 1.1114
H 1.2167 3.7777 -2.4489
H -0.2127 3.5513 -4.4762
H -1.8447 1.6597 -4.5924
H -1.9461 0.0653 -2.6786
C -2.4652 -4.1593 1.6690
C -3.2142 -3.5995 0.6429
C -2.7462 -2.4830 -0.0477
C -1.5179 -1.8953 0.2496
C -0.7801 -2.4955 1.2884
C -1.2365 -3.6022 2.0000
H -2.8329 -5.0251 2.2045
H -4.1715 -4.0348 0.3804
H -3.3688 -2.0702 -0.8365
H 0.2057 -2.1059 1.5720
H -0.6403 -4.0326 2.7962
*
```

This record from the Open Molecules 2025 dataset describes a molecular structure, C24H23N5Os. The level of theory is ωB97M-V/def2-TZVPD.

LUMO level (eV): -6.662
HOMO (eV): -13.7
Max |F| (eV/A): 2.38
Kohn-Sham gap (hartree): 0.258
Energy relative to the best compared isomer or geometry (same formula, charge and spin) (eV): 0.000

```
! RIJCOSX wB97M-V def2-TZVPD def2/J DEFGRID3
* xyz 2 1
Os 0.1445 -0.2124 -0.1103
C -0.6790 1.2018 2.2969
N 0.0554 -0.0754 2.0594
C -0.6366 -1.2402 2.6972
C -1.3695 -2.0434 1.6675
C -2.2821 -3.0283 1.9989
C -2.8399 -3.7912 0.9882
C -2.4681 -3.5434 -0.3271
C -1.5682 -2.5374 -0.5904
N -1.0220 -1.7939 0.3915
C 1.4805 -0.0170 2.4887
C 2.2759 -1.0476 1.7327
C 3.3719 -1.6821 2.2715
C 4.0758 -2.5935 1.4931
C 3.6461 -2.8515 0.2045
C 2.5368 -2.1818 -0.2779
N 1.8712 -1.2921 0.4675
C -1.8229 1.3698 1.3282
C -3.0071 1.9827 1.6719
C -3.9525 2.2241 0.6815
C -3.6827 1.8370 -0.6186
C -2.4885 1.1993 -0.8942
N -1.5786 0.9701 0.0608
H 0.0312 2.0133 2.1398
H -1.0395 1.2601 3.3252
H -1.3104 -0.9062 3.4865
H 0.1110 -1.8750 3.1754
H -2.5444 -3.1976 3.0351
H -3.5507 -4.5729 1.2208
H -2.8748 -4.1195 -1.1457
H -1.2567 -2.2966 -1.5968
H 1.5730 -0.1840 3.5640
H 1.8553 0.9819 2.2673
H 3.6775 -1.4611 3.2856
H 4.9472 -3.0939 1.8942
H 4.1542 -3.5646 -0.4289
H 2.1670 -2.3373 -1.2830
H -3.1816 2.2861 2.6957
H -4.8827 2.7195 0.9255
H -4.3861 2.0163 -1.4193
H -2.2307 0.8648 -1.8889
N 0.7289 0.1353 -1.6789
C 1.5770 0.3783 -2.7486
C 1.2194 -0.0531 -4.0271
C 2.0955 0.1384 -5.0801
C 3.3271 0.7388 -4.8428
C 3.6746 1.1857 -3.5710
C 2.7874 1.0274 -2.5229
H 0.2591 -0.5311 -4.1760
H 1.8251 -0.1781 -6.0779
H 4.0242 0.8660 -5.6609
H 4.6243 1.6753 -3.4076
H 3.0059 1.4036 -1.5309
*
```

This record from the Open Molecules 2025 dataset describes a molecular structure, C24H24BaNO5SSb. The level of theory is ωB97M-V/def2-TZVPD.

LUMO level (eV): -0.021
HOMO (eV): -8.6
Max |F| (eV/A): 0.43
Kohn-Sham gap (hartree): 0.317
Energy relative to the best compared isomer or geometry (same formula, charge and spin) (eV): 0.255

```
! RIJCOSX wB97M-V def2-TZVPD def2/J DEFGRID3
* xyz 0 1
Ba -2.5283 1.8255 -0.1235
O -3.0841 4.4474 0.9585
C -3.0907 4.5190 2.3946
C -3.0781 3.1720 3.1127
N -1.9956 2.2823 2.7134
C -0.6598 2.8901 2.7662
C -0.3167 3.4805 1.3827
O -0.2820 4.7100 1.2305
O -0.2055 2.6040 0.4687
C -2.1098 0.9055 3.2317
C -2.2646 -0.0086 2.0050
O -3.4099 0.0472 1.4507
O -1.2465 -0.4797 1.4703
H -2.2179 4.8114 0.6929
H -3.9970 5.0454 2.7006
H -2.2313 5.1122 2.7044
H -4.0234 2.6463 2.9587
H -3.0116 3.4382 4.1819
H 0.0716 2.1142 2.9911
H -0.6018 3.6714 3.5315
H -2.9928 0.8176 3.8655
H -1.2231 0.6397 3.8078
S -0.9284 0.7455 -2.6749
Sb 0.4037 -0.7634 -1.6248
C -0.6198 -2.5752 -1.2587
C -0.9960 -3.2614 -2.4114
C -1.6505 -4.4791 -2.3099
C -1.9193 -5.0165 -1.0584
C -1.5459 -4.3314 0.0877
C -0.8977 -3.1057 -0.0050
C 1.8232 -1.3960 -3.0554
C 2.6964 -2.4335 -2.7428
C 3.6283 -2.8544 -3.6797
C 3.6866 -2.2395 -4.9236
C 2.8151 -1.2053 -5.2337
C 1.8793 -0.7812 -4.2989
C 1.5958 -0.0588 -0.0374
C 1.8208 -0.7771 1.1290
C 2.6714 -0.2540 2.0922
C 3.2880 0.9730 1.8869
C 3.0589 1.6841 0.7180
C 2.2097 1.1688 -0.2494
H -0.7834 -2.8486 -3.3917
H -1.9483 -5.0080 -3.2060
H -2.4265 -5.9694 -0.9774
H -1.7698 -4.7427 1.0634
H -0.6705 -2.5493 0.8910
H 2.6523 -2.9171 -1.7727
H 4.3087 -3.6616 -3.4409
H 4.4149 -2.5698 -5.6531
H 2.8621 -0.7281 -6.2041
H 1.1903 0.0224 -4.5330
H 1.3321 -1.7245 1.3049
H 2.8483 -0.8064 3.0063
H 3.9474 1.3781 2.6440
H 3.5237 2.6491 0.5651
H 1.9984 1.7454 -1.1420
*
```

This record from the Open Molecules 2025 dataset describes a molecular structure, C24H24BrNO3S. The level of theory is ωB97M-V/def2-TZVPD.

LUMO level (eV): -0.153
HOMO (eV): -8.6
Max |F| (eV/A): 18.27
Kohn-Sham gap (hartree): 0.312
Energy relative to the best compared isomer or geometry (same formula, charge and spin) (eV): 18.416

```
! RIJCOSX wB97M-V def2-TZVPD def2/J DEFGRID3
* xyz 0 1
C 0.4548 3.0107 -0.7435
C -0.3678 1.9557 -0.8053
C 0.1325 0.4852 -0.6739
N -0.7019 -0.1995 0.1415
S -0.8305 -1.6220 -0.2837
O -0.3689 -2.0000 -1.5387
O -0.1189 -2.7070 0.9268
C -2.5914 -1.9945 -0.2186
C -3.4212 -1.3527 -1.0555
C -4.8663 -1.4917 -0.8082
C -5.2951 -2.5507 0.0681
C -4.3923 -3.0715 0.8646
C -3.1176 -2.6555 0.8773
H -2.4260 -3.4751 1.5124
H -4.8670 -3.6063 1.6812
H -6.3105 -2.5292 0.3688
H -5.5031 -0.8992 -1.3725
Br -2.7341 -0.2304 -2.2019
C -0.8930 -0.0440 1.4747
C -1.4219 1.2252 1.8842
C -0.7545 2.4389 2.3110
C -1.3032 3.4395 2.6506
C -2.7450 3.6384 2.1798
C -3.3460 2.5721 1.7266
C -2.8348 1.4661 1.1393
H -3.4049 0.6513 0.9803
H -4.4423 2.9846 1.3976
H -3.3008 4.5912 2.2309
H -0.7988 4.3988 3.1380
H 0.2187 2.2699 2.7881
H 0.1793 -0.0924 1.9569
H -1.3522 -0.7249 1.8644
C 1.6909 0.4605 -0.0248
O 2.1067 -0.6442 0.5038
C 2.5976 -1.6235 -0.4789
C 3.8033 -1.4305 -1.1805
C 3.9970 -1.1669 -2.6422
C 5.2835 -0.9947 -2.8276
C 6.2939 -0.4611 -2.2348
C 6.2115 -0.5555 -0.8516
C 4.8501 -0.8156 -0.1140
H 4.9086 -0.9775 0.9131
H 7.0054 -0.0384 -0.1767
H 7.2860 0.0114 -2.5698
H 5.4721 -0.8799 -4.2264
H 3.0926 -1.5104 -3.0900
H 1.7476 -1.7786 -1.1873
H 2.5822 -2.4972 0.1749
H 1.7217 1.1529 0.7022
H 2.5705 0.7571 -0.7950
H 0.2854 0.0308 -1.6725
H -1.3158 1.9755 -1.0833
H -0.1782 4.0087 -1.0836
H 1.5125 3.0958 -0.5162
*
```

This record from the Open Molecules 2025 dataset describes a molecular structure, C24H24Cl2FeN4O4S. The level of theory is ωB97M-V/def2-TZVPD.

LUMO level (alpha / beta) (eV): -3.556 / -5.133
HOMO (alpha / beta) (eV): -11.2 / -11.5
Max |F| (eV/A): 0.37
Kohn-Sham gap (alpha / beta) (hartree): 0.279 / 0.234
<S²>: 8.81
Energy relative to the best compared isomer or geometry (same formula, charge and spin) (eV): 1.080

```
! RIJCOSX wB97M-V def2-TZVPD def2/J DEFGRID3
* xyz 1 6
Fe -0.4288 0.1557 -1.4415
C 3.4281 0.6374 4.4690
C 2.8936 1.1683 3.1694
C 2.6798 2.5326 2.9969
C 2.2197 3.0412 1.7910
C 1.9609 2.1667 0.7514
C 2.1793 0.8042 0.8854
C 2.6378 0.3146 2.0967
S 1.3845 2.8866 -0.8062
O 1.3583 4.3367 -0.5903
O 3.2297 0.6496 -2.1961
N -0.1609 2.1877 -0.6650
C -1.2974 2.8309 -0.4213
C -1.4726 4.2195 -0.2116
C -2.7223 4.7428 0.1131
C -3.8300 3.9415 0.2391
C -3.7289 2.5415 0.0087
C -4.8259 1.6666 0.1116
C -4.6596 0.3312 -0.1460
C -3.3953 -0.1223 -0.5271
N -2.3450 0.6747 -0.6192
C -2.4876 1.9917 -0.3460
H 2.9895 1.1590 5.3189
H 4.5093 0.7797 4.5200
H 3.2289 -0.4276 4.5766
H 2.8808 3.2128 3.8153
H 2.0622 4.1022 1.6530
H 2.0043 0.1392 0.0498
H 2.8101 -0.7496 2.2114
H -0.6188 4.8700 -0.3037
H -2.8122 5.8088 0.2703
H -4.7918 4.3612 0.5020
H -5.7947 2.0604 0.3919
H -5.4815 -0.3658 -0.0728
H -3.2285 -1.1646 -0.7695
N 2.1835 -4.8360 -1.7008
C 1.3501 -5.0511 -0.6545
O 1.1419 -6.1467 -0.1828
C 0.6414 -3.8452 -0.0881
C 0.1177 -3.9510 1.1949
C -0.5292 -2.8649 1.7584
C -0.6615 -1.7104 1.0083
N -0.1979 -1.6151 -0.2427
C 0.4562 -2.6554 -0.7714
H 2.7054 -5.6272 -2.0412
H 2.4800 -3.9185 -1.9783
H 0.2380 -4.8874 1.7236
H -0.9252 -2.9056 2.7629
H -1.1509 -0.8308 1.4079
H 0.8163 -2.4979 -1.7811
Cl -0.9134 -4.1414 -3.6532
C -2.2331 -3.0765 -3.1872
Cl -1.8224 -1.3597 -3.4432
H -2.4411 -3.2219 -2.1325
H -3.0995 -3.2993 -3.7987
C 2.2272 0.3386 -3.1454
O 0.9991 0.1256 -2.5707
H 3.5228 -0.1638 -1.7730
H 2.1929 1.2037 -3.8135
H 2.5264 -0.5469 -3.7227
*
```

This record from the Open Molecules 2025 dataset describes a molecular structure, C24H24Cl2N4O2PSSbSe4Tc. The level of theory is ωB97M-V/def2-TZVPD.

LUMO level (alpha / beta) (eV): -11.097 / -11.096
HOMO (alpha / beta) (eV): -15.9 / -15.9
Max |F| (eV/A): 1.00
Kohn-Sham gap (alpha / beta) (hartree): 0.178 / 0.178
Energy relative to the best compared isomer or geometry (same formula, charge and spin) (eV): 3.575

```
! RIJCOSX wB97M-V def2-TZVPD def2/J DEFGRID3
* xyz 3 1
Tc 0.2900 0.6420 0.0105
N 3.2805 7.2060 4.0450
C 2.7868 6.1450 3.4164
C 2.1664 6.2892 2.1419
C 1.6687 5.2052 1.4909
C 1.7898 3.9299 2.0881
C 2.3811 3.7638 3.3606
C 2.8763 4.8531 4.0066
S 1.1549 2.6070 1.3171
O 1.5297 1.2893 1.8806
O 1.4463 2.4982 -0.1436
N -0.4769 2.3607 1.0955
C -1.1684 2.1814 2.2826
N -1.2423 3.1820 3.1424
C -1.9783 3.0065 4.2333
C -2.6922 1.8335 4.4836
C -2.5549 0.8227 3.5722
N -1.7744 1.0041 2.4859
H 3.2369 8.1265 3.6390
H 3.7343 7.1226 4.9404
H 2.1049 7.2706 1.6909
H 1.2085 5.3140 0.5163
H 2.4633 2.7778 3.7993
H 3.3569 4.7411 4.9693
H -2.0056 3.8354 4.9308
H -3.3116 1.7153 5.3600
H -3.0383 -0.1408 3.6759
Se -0.7538 -2.4925 -5.3841
Sb -0.2666 -3.2297 -3.2775
Se -0.3954 -1.4793 -1.0631
Se -1.4739 -0.4551 1.2144
Se 0.2582 -4.9789 -1.9018
Cl 2.6626 -1.1917 -3.2365
C 3.0029 -1.5561 -1.5548
Cl 2.7533 -0.1399 -0.4726
H 4.0556 -1.7989 -1.4538
H 2.3576 -2.3538 -1.2008
C -0.9397 0.6231 -3.4756
P -0.7389 1.6490 -1.9973
C 0.2399 3.0060 -2.6447
C 1.5744 2.7405 -2.9648
C 2.3300 3.6937 -3.6204
C 1.7585 4.9145 -3.9645
C 0.4294 5.1722 -3.6659
C -0.3393 4.2203 -3.0086
C -2.3708 2.1571 -1.4536
C -2.5766 3.3867 -0.8236
C -3.8438 3.7340 -0.3835
C -4.9042 2.8514 -0.5445
C -4.6988 1.6134 -1.1420
C -3.4375 1.2645 -1.5938
H -1.2731 1.2871 -4.2749
H -1.6637 -0.1730 -3.3316
H 0.0309 0.2069 -3.7436
H 2.0276 1.7910 -2.7002
H 3.3615 3.4866 -3.8710
H 2.3487 5.6588 -4.4820
H -0.0232 6.1088 -3.9625
H -1.3872 4.4176 -2.8329
H -1.7533 4.0699 -0.6677
H -4.0049 4.6983 0.0798
H -5.8943 3.1299 -0.2086
H -5.5251 0.9272 -1.2683
H -3.2994 0.2963 -2.0565
*
```

This record from the Open Molecules 2025 dataset describes a molecular structure, C24H24Cl2N4O3SW. The level of theory is ωB97M-V/def2-TZVPD.

LUMO level (alpha / beta) (eV): -7.254 / -7.244
HOMO (alpha / beta) (eV): -13.2 / -13.2
Max |F| (eV/A): 1.12
Kohn-Sham gap (alpha / beta) (hartree): 0.217 / 0.218
Energy relative to the best compared isomer or geometry (same formula, charge and spin) (eV): 0.000

```
! RIJCOSX wB97M-V def2-TZVPD def2/J DEFGRID3
* xyz 2 1
W 0.4696 0.6424 -0.4513
Cl 3.2898 -4.1956 3.4706
C 2.3559 -2.8614 2.9486
C 2.2867 -2.5826 1.5880
C 1.5483 -1.4962 1.1637
N 1.3125 -1.1078 -0.1786
C 1.3347 -2.0299 -1.2243
O 2.1216 -2.9128 -1.4119
C 0.1696 -1.7663 -2.1387
C -0.1428 -2.6047 -3.1836
C -1.3087 -2.3634 -3.8985
C -2.1063 -1.2831 -3.5413
C -1.7025 -0.4606 -2.5093
N -0.5750 -0.6834 -1.8146
C 0.8426 -0.7000 2.0817
C 0.9066 -0.9850 3.4349
C 1.6734 -2.0603 3.8678
Cl 1.7543 -2.3882 5.5466
N 0.0783 0.3068 1.4329
C -0.8579 1.0990 2.0988
O -1.0970 1.0913 3.2731
C -1.5868 2.0246 1.1587
C -2.5397 2.8925 1.6473
C -3.2006 3.7214 0.7507
C -2.8782 3.6463 -0.5983
C -1.9137 2.7484 -1.0088
N -1.2618 1.9490 -0.1476
H 2.8196 -3.2048 0.8852
H 0.5116 -3.4401 -3.3937
H -1.5979 -3.0153 -4.7119
H -3.0310 -1.0779 -4.0610
H -2.2921 0.3943 -2.2096
H 0.3691 -0.3950 4.1583
H -2.7455 2.8971 2.7086
H -3.9563 4.4132 1.0976
H -3.3751 4.2730 -1.3249
H -1.6402 2.6613 -2.0535
C 3.8731 2.8165 2.0313
C 4.2158 3.9402 1.0565
C 3.9226 3.6257 -0.4090
S 2.1528 3.4917 -0.7330
O 1.7946 2.0792 -0.1643
C 2.1232 3.2243 -2.5562
C 1.7288 1.8040 -2.9507
C 2.8490 0.7751 -2.8359
H 4.2489 3.0626 3.0222
H 4.3321 1.8748 1.7257
H 2.7965 2.6635 2.1200
H 5.2854 4.1523 1.1046
H 3.7079 4.8652 1.3376
H 4.3833 2.6955 -0.7489
H 4.2420 4.4466 -1.0582
H 3.1157 3.4781 -2.9271
H 1.4091 3.9556 -2.9335
H 1.3787 1.8477 -3.9839
H 0.7726 1.5660 -2.4080
H 3.6719 1.0664 -3.4901
H 2.5139 -0.2085 -3.1652
H 3.2398 0.6773 -1.8230
*
```

This record from the Open Molecules 2025 dataset describes C24H24ClN7O2 in the gas phase. The level of theory is ωB97M-V/def2-TZVPD.

SMILES string: Cc1ccc(NC(=O)N2CCC(c3nc4c(nnn4Cc4cccc(Cl)c4)c(=O)[nH]3)CC2)cc1
LUMO level (eV): 0.346
HOMO (eV): -8.2
Max |F| (eV/A): 1.39
Kohn-Sham gap (hartree): 0.314
Energy relative to the best compared isomer or geometry (same formula, charge and spin) (eV): 0.092

```
! RIJCOSX wB97M-V def2-TZVPD def2/J DEFGRID3
* xyz 0 1
C -8.6986 -0.2841 -0.1852
C -7.2179 -0.0823 -0.0706
C -6.3345 -1.0873 -0.4460
C -4.9669 -0.9294 -0.3341
C -4.4459 0.2586 0.1687
N -3.0751 0.5091 0.2929
C -2.0351 -0.3709 0.1264
O -2.1802 -1.5475 -0.1373
N -0.7809 0.1629 0.3496
C 0.3467 -0.7202 0.1124
C 0.8826 -0.5684 -1.3112
C 1.2147 0.8897 -1.6496
C 2.4692 1.3703 -0.9736
N 2.9769 0.7141 0.0169
C 4.1187 1.2459 0.5074
C 4.7589 2.4180 0.0780
N 5.8756 2.5673 0.8301
N 5.9512 1.6010 1.6486
N 4.9047 0.7736 1.4945
C 4.7420 -0.4224 2.2783
C 4.2061 -1.5439 1.4275
C 3.0931 -2.2713 1.8227
C 2.5915 -3.2760 1.0128
C 3.1828 -3.5556 -0.2055
C 4.2965 -2.8276 -0.5949
Cl 5.0438 -3.1555 -2.1188
C 4.8179 -1.8340 0.2145
C 4.1869 3.1736 -1.0070
O 4.5380 4.1979 -1.5339
N 3.0194 2.5142 -1.4661
C 0.0265 1.7963 -1.2802
C -0.4033 1.5455 0.1692
C -5.3234 1.2725 0.5456
C -6.6888 1.1007 0.4271
H -9.2278 0.6629 -0.1131
H -8.9502 -0.7570 -1.1325
H -9.0516 -0.9344 0.6158
H -6.7249 -2.0160 -0.8365
H -4.2985 -1.7214 -0.6249
H -2.8657 1.4166 0.6789
H 0.0072 -1.7436 0.2687
H 1.1329 -0.4796 0.8291
H 1.7734 -1.1857 -1.4221
H 0.1209 -0.9217 -2.0085
H 1.3867 0.9692 -2.7305
H 4.0605 -0.2217 3.1121
H 5.7289 -0.6627 2.6858
H 2.6147 -2.0529 2.7655
H 1.7256 -3.8378 1.3262
H 2.7881 -4.3259 -0.8484
H 5.6907 -1.2841 -0.1042
H 2.5749 2.9694 -2.2558
H 0.2851 2.8489 -1.4113
H -0.8107 1.5633 -1.9415
H -1.2093 2.2303 0.4357
H 0.4391 1.7451 0.8407
H -4.9321 2.2035 0.9350
H -7.3509 1.9006 0.7265
*
```

Question: The lowest max |F| belongs to which entry?
Answer: C24H24Cl2FeN4O4S